{"formula": "C27H57ClN3O5P2S", "method": "wB97M-V/def2-TZVPD", "de_lowest_kj_mol": 0.0, "e_homo_ev": -11.01, "total_charge": 1, "symbols": ["C", "C", "C", "C", "C", "C", "C", "C", "C", "C", "C", "N", "C", "C", "O", "C", "C", "N", "P", "S", "C", "C", "C", "C", "C", "N", "C", "C", "C", "O", "P", "O", "Cl", "H", "H", "H", "H", "H", "H", "H", "H", "H", "H", "H", "H", "H", "H", "H", "H", "H", "H", "H", "H", "H", "H", "H", "H", "H", "H", "H", "H", "H", "H", "H", "H", "H", "H", "H", "H", "H", "H", "H", "H", "H", "H", "H", "H", "H", "H", "H", "C", "O", "C", "C", "O", "C", "H", "H", "H", "H", "H", "H", "H", "H", "H", "H"], "positions_angstrom": [[-5.16746, -0.89625, 1.57437], [-3.88716, -0.11578, 1.84116], [-3.16057, -0.56662, 3.11126], [-2.21770, 0.50282, 3.69454], [-0.79063, 0.01843, 4.01659], [0.25117, 0.44578, 2.96340], [0.76630, -0.72326, 2.11631], [1.32502, -0.28037, 0.76269], [0.16631, -0.04187, -0.20190], [0.46381, 0.31316, -1.70642], [1.05048, -0.98576, -2.33533], [0.10450, -2.10173, -2.34568], [-0.91913, 0.75519, -2.12131], [-2.11869, -0.07831, -2.48623], [-2.94084, 0.62945, -3.36617], [-3.25748, -0.02617, -4.60446], [-3.69858, 1.02274, -5.60027], [-1.06535, 2.03854, -1.98413], [-2.55896, 2.97425, -2.12254], [-4.05992, 2.45613, -1.07138], [0.19532, 2.72126, -1.57123], [0.10896, 3.10227, -0.07322], [0.64932, 4.48251, 0.30682], [-0.08973, 5.65375, -0.32794], [1.25120, 1.66252, -1.98686], [2.47383, 1.89689, -1.20099], [3.15329, 3.17521, -1.51569], [3.47437, 0.87983, -1.23483], [4.46353, 0.91176, -0.11099], [3.51421, 0.09372, -2.13319], [1.78140, 1.88318, -3.86884], [1.30569, 3.43964, -4.14426], [0.23387, 0.95681, -4.88510], [-5.91823, -0.68726, 2.33756], [-4.98018, -1.97245, 1.57655], [-5.59387, -0.64608, 0.60182], [-3.21605, -0.22652, 0.98003], [-4.11408, 0.95152, 1.91491], [-2.58875, -1.47358, 2.88844], [-3.90395, -0.86221, 3.85557], [-2.15833, 1.32314, 2.97165], [-2.66274, 0.93454, 4.59172], [-0.48886, 0.36129, 5.00530], [-0.80003, -1.07469, 4.06390], [1.10089, 0.94667, 3.43337], [-0.21461, 1.19158, 2.31062], [1.54083, -1.25520, 2.66939], [-0.05778, -1.42207, 1.93978], [1.98175, -1.06108, 0.37002], [1.91735, 0.62756, 0.89862], [-0.51171, 0.69057, 0.23649], [-0.40825, -0.97067, -0.26396], [1.90367, -1.25269, -1.72408], [1.45273, -0.79172, -3.32391], [0.48863, -2.90667, -1.86675], [-0.06678, -2.40693, -3.29714], [-1.81665, -1.05763, -2.83568], [-2.65393, -0.22656, -1.53358], [-4.05525, -0.74956, -4.41361], [-2.37892, -0.57927, -4.95033], [-2.85404, 1.46489, -6.12899], [-4.39049, 0.59890, -6.32573], [-4.22289, 1.82124, -5.07375], [-2.62557, 3.08539, -3.51031], [-1.93682, 4.15946, -1.72470], [0.26337, 3.62816, -2.16442], [0.59735, 2.34879, 0.53693], [-0.95016, 3.08186, 0.21267], [0.56485, 4.56042, 1.39281], [1.71513, 4.56038, 0.09628], [0.03857, 5.70073, -1.41346], [-1.15905, 5.61511, -0.10957], [0.29552, 6.59656, 0.05757], [3.83499, 3.08179, -2.36802], [3.72583, 3.51478, -0.65377], [2.40885, 3.93411, -1.73873], [4.26514, 1.71436, 0.59455], [5.46626, 1.02312, -0.52343], [4.42523, -0.04648, 0.40748], [2.03079, 3.94463, -4.54558], [0.91986, -4.70200, 1.66395], [1.77083, -4.02103, 2.56429], [1.66490, -4.47751, 3.90543], [2.76691, -5.44614, 4.27439], [2.70207, -6.63884, 3.51755], [3.61510, -6.69190, 2.43813], [1.25721, -4.46071, 0.65539], [0.96715, -5.78403, 1.80242], [-0.12088, -4.37567, 1.77868], [0.69008, -4.94918, 4.06761], [1.72904, -3.60173, 4.55831], [2.65282, -5.71408, 5.32861], [3.74362, -4.96509, 4.15251], [4.63381, -6.87873, 2.79347], [3.60667, -5.76604, 1.85681], [3.31072, -7.51924, 1.79967]], "forces_ev_per_a": [[0.0469, -0.0713, -0.0971], [-0.0505, -0.0310, 0.0328], [0.0358, -0.0366, -0.0702], [0.0150, -0.0252, -0.0200], [0.0022, -0.0003, -0.1092], [-0.0738, -0.0971, -0.0534], [-0.0033, 0.2189, 0.0161], [-0.0070, -0.0514, -0.0329], [-0.0766, 0.0044, 0.0649], [0.0876, 0.0098, 0.0970], [-0.0952, -0.0238, 0.0345], [-0.0112, -0.0469, -0.2105], [-0.0733, 0.1534, -0.3340], [-0.0216, -0.0521, 0.3847], [0.2447, 0.1525, -0.1709], [-0.0382, -0.2045, 0.0783], [0.0326, 0.1168, 0.0610], [0.3962, -0.4821, -0.3067], [-0.1331, 0.1695, 0.0969], [0.0578, 0.0011, 0.0787], [-0.2294, 0.0388, 0.2020], [-0.0286, 0.1167, -0.0193], [-0.0136, 0.0056, 0.0498], [0.0824, 0.0513, -0.0741], [-0.0057, 0.1021, -0.0105], [0.0159, -0.0668, -0.1536], [-0.1111, 0.1410, 0.2820], [-0.2929, 0.7644, 0.3181], [0.2039, 0.1381, 0.0224], [0.1935, -0.8358, -0.4674], [0.1478, -0.0377, 0.1427], [0.2085, -0.0142, 0.3565], [-0.3202, -0.0816, -0.0204], [0.0058, -0.0170, 0.0057], [0.0096, -0.0035, 0.0333], [-0.0388, 0.0532, 0.0167], [0.0743, 0.0996, 0.0283], [-0.0474, -0.0119, -0.0183], [-0.0588, -0.0176, -0.0006], [0.0122, 0.0252, 0.0291], [0.0465, 0.0525, 0.0803], [-0.0721, -0.0164, -0.0160], [0.0035, 0.0742, 0.0026], [0.0455, 0.0227, 0.1472], [0.0202, -0.0088, -0.0045], [0.0457, 0.0244, 0.0177], [-0.1022, -0.1576, -0.0041], [0.0925, -0.1198, 0.0558], [0.0560, 0.0469, 0.0007], [0.0115, -0.0654, -0.0328], [-0.0365, -0.0317, 0.0102], [0.0002, -0.0078, 0.0001], [-0.0520, -0.0084, -0.0299], [-0.0276, 0.0021, -0.0416], [-0.0363, 0.0879, 0.0493], [-0.0310, 0.0241, 0.0524], [0.0534, -0.0164, -0.1160], [0.0388, -0.1241, -0.0041], [0.0026, 0.0311, 0.0252], [-0.0140, 0.0379, -0.0618], [0.0009, -0.0127, 0.0162], [0.0732, -0.0154, -0.0585], [-0.1059, -0.0480, -0.0083], [-0.0552, 0.0811, -0.0504], [-0.0329, 0.1356, -0.1044], [0.0976, 0.0407, -0.1484], [0.1057, 0.0351, -0.0419], [0.0057, -0.0387, -0.0088], [-0.0194, 0.0053, 0.0025], [-0.0004, -0.0260, 0.0205], [-0.0374, -0.0763, -0.0047], [0.0059, 0.0203, 0.0203], [-0.0449, 0.0247, 0.0470], [-0.0429, 0.0385, -0.0179], [0.0206, -0.0158, -0.0175], [0.0792, 0.0263, -0.0388], [-0.0116, -0.0429, 0.0428], [0.0210, -0.0374, 0.0233], [-0.0067, 0.0093, -0.0245], [-0.2339, -0.1652, -0.0131], [0.0024, -0.0012, 0.0018], [0.0565, 0.0185, -0.0435], [-0.0776, 0.0508, 0.0082], [0.0806, -0.0435, 0.0394], [-0.1021, 0.0235, -0.0586], [0.0266, -0.0058, 0.0155], [-0.0093, 0.0111, -0.0034], [0.0056, -0.0021, -0.0162], [-0.0037, -0.0064, 0.0230], [-0.0019, 0.0028, 0.0020], [-0.0032, -0.0023, 0.0018], [0.0164, 0.0082, 0.0046], [-0.0052, 0.0022, -0.0057], [0.0016, 0.0251, 0.0082], [-0.0083, -0.0082, -0.0154], [0.0158, -0.0128, 0.0097]]}